(1)
{
  "formula": "C23H20F10N4O5Sr",
  "method": "the ωB97M-V functional and the def2-TZVPD basis",
  "homo_ev": -1.92,
  "gap_ev": 6.50,
  "spin_multiplicity": 1,
  "e_above_lowest_kj_mol": 5.6,
  "total_charge": -2,
  "energy_ev": -68387.916,
  "symbols": ["Sr", "O", "C", "C", "N", "C", "C", "O", "O", "C", "C", "O", "O", "H", "H", "H", "H", "H", "H", "H", "H", "H", "C", "N", "C", "C", "N", "C", "C", "F", "C", "F", "C", "F", "C", "F", "C", "F", "C", "C", "N", "C", "C", "F", "C", "F", "C", "F", "C", "F", "C", "F", "H", "H", "H", "H", "H", "H", "H", "H", "H", "H", "H"],
  "positions_angstrom": [[-0.6312, -0.2273, -0.1023], [-0.2334, -0.8430, -3.5438], [-1.2468, -0.1739, -4.2770], [-1.7671, 1.0818, -3.6024], [-2.3392, 0.8528, -2.2863], [-3.4202, -0.1381, -2.3065], [-2.9846, -1.5922, -2.0691], [-3.6848, -2.5036, -2.4973], [-1.8862, -1.7038, -1.4008], [-2.7776, 2.1004, -1.6534], [-3.1337, 1.9100, -0.1682], [-4.1032, 2.5256, 0.2747], [-2.3633, 1.0894, 0.4356], [-0.6760, -1.1942, -2.7477], [-0.8114, 0.1169, -5.2351], [-2.0733, -0.8594, -4.5008], [-0.9477, 1.7966, -3.4847], [-2.5093, 1.5362, -4.2880], [-4.1146, 0.0960, -1.4967], [-3.9970, -0.0964, -3.2392], [-1.9543, 2.8174, -1.7156], [-3.6504, 2.5340, -2.1610], [0.3372, -3.6456, -1.0900], [0.9424, -2.4813, -0.4524], [1.3221, -2.8158, 0.9341], [0.1697, -2.6815, 1.9415], [-0.1107, -1.2643, 2.1574], [-0.2472, -0.7598, 3.3896], [-0.1603, 0.6582, 3.5311], [0.0661, 1.3934, 2.4257], [-0.2692, 1.3267, 4.7235], [-0.1374, 2.6629, 4.7605], [-0.4932, 0.6368, 5.9067], [-0.5916, 1.2900, 7.0878], [-0.6124, -0.7285, 5.8284], [-0.8710, -1.4332, 6.9504], [-0.5016, -1.3985, 4.6217], [-0.7401, -2.7376, 4.6500], [2.0711, -2.0089, -1.2743], [2.7617, -0.7312, -0.8012], [1.8262, 0.3760, -0.6313], [2.3475, 1.5854, -0.3650], [1.4478, 2.6872, -0.2535], [0.1248, 2.4366, -0.4159], [1.8031, 3.9866, -0.0014], [0.8651, 4.9433, 0.0642], [3.1339, 4.3262, 0.1804], [3.5022, 5.6016, 0.4366], [4.0570, 3.3120, 0.0939], [5.3623, 3.6031, 0.2707], [3.6868, 2.0019, -0.1658], [4.7063, 1.1018, -0.2061], [1.0647, -4.4751, -1.1286], [0.0122, -3.4011, -2.1001], [-0.5485, -3.9667, -0.5455], [2.1012, -2.1278, 1.2614], [1.7334, -3.8406, 0.9708], [0.4676, -3.2237, 2.8409], [-0.7124, -3.2117, 1.5509], [1.6879, -1.8492, -2.2849], [2.8447, -2.7984, -1.3402], [3.5226, -0.5322, -1.5678], [3.3335, -0.9420, 0.1112]],
  "forces_ev_per_angstrom": [[1.151, 0.149, 0.125], [-0.153, 0.168, -0.095], [0.150, -0.182, 0.046], [-0.050, 0.159, 0.139], [-0.154, -0.147, 0.188], [-0.093, 0.197, -0.083], [0.729, 0.119, 0.293], [-0.108, -0.008, -0.008], [-0.835, -0.741, -0.859], [0.037, -0.014, -0.357], [0.224, -0.499, 0.137], [0.090, 0.057, 0.068], [-1.539, 1.206, 0.360], [-0.050, -0.169, -0.005], [0.062, 0.008, -0.031], [-0.030, -0.002, 0.056], [0.028, -0.027, -0.025], [-0.031, 0.023, -0.017], [0.002, -0.022, 0.014], [-0.043, 0.043, -0.044], [-0.035, 0.027, 0.021], [-0.007, 0.023, -0.073], [0.033, 0.126, 0.025], [0.240, -0.015, 0.193], [-0.087, 0.083, -0.121], [0.009, 0.220, -0.060], [0.075, -0.376, 0.398], [0.080, 0.067, -0.677], [-0.003, 0.081, 0.105], [0.032, -0.069, -0.066], [0.003, -0.003, -0.166], [0.004, 0.057, 0.028], [0.003, 0.104, -0.002], [0.003, 0.021, 0.081], [-0.024, -0.228, -0.037], [-0.007, -0.042, 0.054], [-0.029, -0.095, 0.131], [-0.013, -0.107, 0.107], [-0.081, -0.074, 0.252], [-0.194, 0.072, 0.005], [0.750, 0.188, 0.006], [-0.523, -0.384, -0.137], [-0.113, 0.083, -0.023], [0.128, -0.084, -0.029], [-0.076, -0.125, -0.020], [-0.050, 0.050, 0.007], [-0.020, 0.041, 0.001], [0.048, 0.073, 0.004], [0.080, -0.153, -0.013], [0.066, -0.024, 0.003], [0.140, 0.042, 0.008], [0.123, -0.008, 0.012], [-0.020, -0.062, -0.037], [0.025, 0.021, 0.016], [0.025, 0.018, 0.025], [0.006, -0.013, -0.016], [0.026, -0.009, -0.041], [0.068, 0.047, 0.076], [0.018, 0.012, 0.011], [-0.053, 0.033, 0.034], [0.001, -0.016, -0.017], [0.000, 0.081, -0.047], [-0.037, -0.001, 0.078]],
  "lowdin_charge": [1.531, -0.080, -0.243, -0.189, -0.185, -0.101, -0.654, 0.003, -0.263, -0.128, -0.686, -0.009, -0.266, 0.025, 0.112, 0.115, 0.124, 0.120, 0.133, 0.123, 0.113, 0.119, -0.108, -0.266, -0.196, -0.241, -0.097, -0.214, -0.148, 0.075, -0.161, 0.096, -0.178, 0.063, -0.173, 0.075, -0.147, 0.043, -0.205, -0.261, -0.072, -0.219, -0.151, 0.039, -0.164, 0.101, -0.177, 0.066, -0.170, 0.078, -0.139, 0.042, 0.081, 0.079, 0.080, 0.107, 0.111, 0.100, 0.107, 0.103, 0.117, 0.110, 0.098]
}

(2)
{
  "formula": "C23H20KNO5S4",
  "method": "the ωB97M-V functional and the def2-TZVPD basis",
  "homo_ev": 0.57,
  "gap_ev": 3.16,
  "spin_multiplicity": 1,
  "total_charge": -2,
  "energy_ev": -95567.741,
  "symbols": ["K", "S", "C", "C", "C", "C", "C", "C", "S", "C", "C", "C", "C", "C", "C", "C", "S", "C", "C", "C", "C", "C", "C", "S", "N", "H", "H", "H", "H", "H", "H", "H", "H", "H", "H", "H", "H", "H", "H", "H", "O", "C", "O", "C", "O", "C", "C", "O", "O", "H", "H", "H", "H", "H"],
  "positions_angstrom": [[-1.0099, -0.5525, 0.2032], [-1.0792, -3.1322, 2.6270], [-0.3526, -3.7159, 1.1680], [-1.1089, -4.6596, 0.4547], [-0.6644, -5.2532, -0.7022], [0.5939, -4.9370, -1.1915], [1.3583, -4.0061, -0.5156], [0.9119, -3.3835, 0.6443], [2.0911, -2.1611, 1.2044], [1.6567, -1.7149, 2.9126], [1.1459, -0.3244, 3.1008], [0.4988, -0.0123, 4.2975], [0.0131, 1.2742, 4.4750], [0.1932, 2.2044, 3.4641], [0.8496, 1.8055, 2.3041], [1.1113, 2.7544, 1.1895], [-0.1962, 2.7419, -0.0972], [0.6907, 1.7934, -1.4271], [2.0280, 2.3751, -1.6505], [2.9516, 1.6716, -2.4060], [2.6418, 0.6124, -3.2241], [1.2411, 0.3442, -3.5824], [0.2050, 0.0582, -2.4287], [-0.8132, -1.3432, -2.6080], [1.3156, 0.5678, 2.1408], [-2.0931, -4.8916, 0.8480], [-1.2980, -5.9606, -1.2239], [0.9642, -5.3974, -2.0972], [2.3301, -3.7244, -0.9018], [2.5420, -1.8963, 3.5287], [0.8564, -2.4137, 3.1983], [0.3628, -0.7726, 5.0518], [-0.5033, 1.5455, 5.3878], [-0.1720, 3.2187, 3.5661], [2.0212, 2.4631, 0.6540], [1.1659, 3.7863, 1.5469], [2.2334, 3.3704, -1.2832], [3.9913, 1.9986, -2.3710], [3.4101, 0.0387, -3.7189], [1.1317, -0.3706, -4.4030], [-4.6443, 2.2857, 0.9256], [-3.5915, 1.6557, 0.3135], [-2.9715, 0.7737, 0.8765], [-3.3471, 2.1805, -1.0759], [-2.2850, 1.4576, -1.6023], [-1.6227, 2.0334, -2.7021], [-0.2041, 1.5143, -2.6879], [0.5197, 1.6007, -3.8969], [0.7461, 0.3897, -1.1334], [-4.7151, 1.8970, 1.8095], [-3.1152, 3.2586, -1.0166], [-4.2664, 2.0723, -1.6814], [-1.6073, 3.1343, -2.6209], [-2.1136, 1.7436, -3.6448]],
  "forces_ev_per_angstrom": [[0.103, -0.968, 0.712], [-0.729, 0.509, 0.650], [0.100, -0.316, -0.106], [-0.095, -0.033, -0.208], [0.026, -0.161, -0.101], [0.108, -0.013, -0.048], [0.106, -0.137, -0.232], [-0.089, 0.013, 0.248], [-0.194, 0.164, 0.164], [0.372, -0.617, -0.380], [-0.076, -0.034, 0.273], [-0.152, 0.329, 0.062], [0.134, -0.285, -0.034], [-0.032, -0.028, -0.007], [0.010, 0.129, 0.268], [-0.288, 0.403, -0.427], [0.233, -0.050, 0.384], [0.406, 0.887, 0.006], [-0.016, 0.382, 0.397], [0.052, -0.157, -0.206], [0.288, -0.215, -0.303], [0.333, -0.409, 0.258], [-0.457, 0.268, -1.015], [-0.339, -0.740, -0.215], [-0.002, 0.101, -0.155], [0.086, -0.001, 0.007], [-0.014, -0.032, -0.039], [0.044, 0.063, -0.077], [0.046, -0.006, -0.073], [-0.028, 0.123, 0.049], [0.254, 0.135, 0.178], [-0.026, -0.099, 0.032], [-0.025, 0.001, 0.036], [0.002, 0.022, -0.046], [-0.016, 0.137, 0.056], [0.172, -0.122, 0.060], [0.077, 0.042, 0.061], [0.058, 0.041, 0.020], [0.172, -0.036, -0.072], [-0.008, 0.106, 0.107], [0.414, -0.115, -0.398], [0.166, -0.883, 1.207], [-1.522, 1.602, -0.590], [0.338, -0.037, -0.373], [-0.448, -0.047, 0.458], [0.485, 0.018, -0.779], [-0.182, -0.314, 0.012], [-0.672, 0.644, -0.118], [0.743, -0.003, -0.142], [0.100, -0.075, -0.055], [-0.071, -0.157, 0.132], [0.088, 0.005, 0.215], [-0.122, -0.068, 0.014], [0.090, 0.035, 0.134]],
  "lowdin_charge": [0.615, 0.460, -0.765, -0.177, -0.129, -0.129, -0.164, -0.548, 0.949, -0.472, -0.356, -0.035, -0.079, -0.047, -0.350, -0.393, 0.976, -0.588, -0.174, -0.183, -0.118, -0.267, -0.848, 0.448, 0.151, 0.073, 0.084, 0.086, 0.090, 0.071, -0.057, 0.108, 0.093, 0.100, 0.071, 0.067, 0.057, 0.079, 0.048, 0.111, 0.085, -0.451, -0.001, -0.154, -0.209, -0.136, -0.394, -0.029, -0.232, 0.119, 0.133, 0.147, 0.125, 0.137]
}